(1)
# C4H8NO2

A molecular structure, C4H8NO2 (ωB97M-V/def2-TZVPD, the Open Molecules 2025 dataset).

Structure (XYZ):
```
15
Properties=species:S:1:pos:R:3:forces:R:3:mulliken_charge:R:1
C -0.43420 -1.02336 -0.24453 0.88 0.01 2.68 -0.77
C -1.56394 -0.48841 0.64111 -1.56 -0.65 -2.23 0.41
C -1.42809 0.97687 1.12048 -0.86 -0.40 -0.72 -0.82
N -2.80096 -1.06228 0.58122 2.35 1.16 0.63 -0.78
C 3.42449 0.35596 -1.09129 -2.28 -0.51 0.75 -0.02
O 3.83734 -0.79284 -0.85550 1.14 0.30 -0.45 -0.66
O 2.26729 0.76400 -0.76754 0.41 0.54 -0.19 -0.64
H 0.49313 -0.76423 0.29877 0.09 0.41 -1.15 0.32
H -0.54632 -0.53761 -1.21561 0.54 -0.09 0.16 0.24
H -0.40326 -2.10701 -0.26837 -0.61 -0.11 -0.46 0.33
H -2.55473 -0.31864 -0.21973 -1.66 -0.31 -0.54 0.18
H -0.43504 1.38289 1.13343 0.61 0.02 -0.41 0.33
H -2.09971 1.58178 0.38988 1.01 -0.76 1.81 0.28
H -1.75306 0.90101 2.14974 -0.67 0.71 0.15 0.28
H 3.99705 1.13186 -1.65204 0.62 -0.32 -0.03 0.33
```
Forces are in eV/Å.

Results
total charge = -1
frontier orbital gap = 7.32 eV
energy relative to the best compared isomer or geometry (same formula, charge and spin) = 4.606 eV
spin multiplicity = 1

(2)
# C4H8NO2

A single C4H8NO2 molecule (ωB97M-V/def2-TZVPD, the Open Molecules 2025 dataset).

Structure (XYZ):
```
15
Properties=species:S:1:pos:R:3:forces:R:3:mulliken_charge:R:1
C 0.57739 1.12438 -1.37384 -0.18 -0.71 0.85 -0.43
O 0.52925 1.77158 -0.08984 0.34 -1.47 1.06 -0.52
C -0.42207 -0.08141 -1.46025 -0.50 2.98 2.59 -0.67
C -0.18070 -1.30398 -0.56486 -1.25 1.31 2.47 -0.31
C -0.26053 -0.77264 0.90670 -1.62 -0.91 -2.79 0.29
N 0.97093 -0.70350 1.49437 -0.04 0.17 0.60 -0.51
O -1.34259 -0.36137 1.29591 0.18 0.39 1.67 -0.45
H 0.34410 1.92249 -2.11118 -0.23 -0.64 0.46 0.33
H 1.56041 0.72650 -1.68033 0.18 0.34 0.59 0.30
H -1.41266 0.47825 -0.96802 1.77 -1.94 -2.34 0.31
H -0.20815 -0.32399 -2.46357 -1.44 -0.60 -1.62 0.35
H -1.00391 -2.04307 -0.68769 0.96 0.28 -0.08 0.30
H 0.78990 -1.64678 -0.34448 1.55 -1.34 -1.98 0.36
H 0.85183 -0.35026 2.43486 -0.05 0.14 0.71 0.31
H 0.50409 1.08150 0.66473 0.34 2.02 -2.20 0.33
```
Forces are in eV/Å.

Results
total charge = 0
frontier orbital gap (alpha / beta) = 11.02 / 6.78 eV
energy relative to the best compared isomer or geometry (same formula, charge and spin) = 2.348 eV
spin multiplicity = 2
expectation value of S² = 0.773

(3)
# C4H8NO2

A gas-phase ion, C4H8NO2 (charge +1) (ωB97M-V/def2-TZVPD, the Open Molecules 2025 dataset).

Structure (XYZ):
```
15
Properties=species:S:1:pos:R:3:forces:R:3:mulliken_charge:R:1
C 0.22347 1.85153 0.08359 3.43 1.15 -0.68 -0.12
N 0.49044 0.59474 -0.03999 -2.07 2.70 0.57 0.21
O -0.51290 -0.31733 0.02936 0.88 -1.21 0.69 -0.27
C -1.84390 0.12970 0.10833 -2.18 -0.88 -4.02 -0.68
C 2.00367 -0.05918 -0.06058 0.53 1.77 1.79 0.54
C 1.75780 -1.49732 0.16101 0.92 0.06 -1.42 -0.81
O 2.86264 0.75204 0.01937 -1.51 -1.77 -0.80 -0.37
H -0.68467 2.39090 0.20119 -1.13 -0.65 0.26 0.36
H 1.05320 2.64314 -0.00191 -0.67 -1.95 0.14 0.26
H -2.47117 -0.68308 -0.53253 1.61 1.85 1.58 0.26
H -1.84211 1.04489 -0.50785 -0.89 -0.31 0.40 0.31
H -2.36840 0.22724 1.03973 0.67 0.17 0.92 0.31
H 0.83912 -1.72563 -0.36232 0.11 -0.49 -0.02 0.35
H 1.58667 -1.66084 1.23363 0.47 -0.13 -0.27 0.32
H 2.59501 -2.00388 -0.34237 -0.17 -0.29 0.86 0.34
```
Forces are in eV/Å.

Results
total charge = +1
frontier orbital gap = 10.51 eV
energy relative to the best compared isomer or geometry (same formula, charge and spin) = 4.318 eV
spin multiplicity = 1

(4)
# C4H8NO2

A gas-phase ion, C4H8NO2 (charge +1) (ωB97M-V/def2-TZVPD, the Open Molecules 2025 dataset).

Structure (XYZ):
```
15
Properties=species:S:1:pos:R:3:forces:R:3:mulliken_charge:R:1
C 1.94633 -0.24210 -0.09122 -3.86 0.74 0.21 -1.16
C 0.53847 -0.61770 -0.80939 3.03 0.47 -0.71 -0.21
C -0.62853 0.05801 -0.22640 -2.34 -1.34 1.06 0.36
N -0.80601 0.27007 1.30521 2.44 2.11 1.83 -0.36
O -1.93508 -0.63878 -0.58115 0.17 0.64 -0.21 -0.36
C -1.82233 0.64255 -0.91027 0.29 0.44 -0.38 0.24
O -2.38642 1.54654 -1.41090 0.29 -0.68 0.37 -0.40
H 1.78994 0.68881 0.47436 0.49 -0.41 0.08 0.36
H 2.62246 -0.06346 -0.83767 1.79 0.54 -1.77 0.40
H 2.27501 -1.06019 0.47267 0.43 -0.90 1.19 0.31
H 0.47736 -1.74188 -0.81208 -0.52 1.23 -0.17 0.32
H 0.66144 -0.17916 -1.86371 -0.56 -1.07 1.36 0.33
H -0.35427 1.17948 1.65942 0.10 -1.46 -0.97 0.43
H -0.65303 -0.37977 2.11237 0.73 -0.55 -1.44 0.36
H -1.72534 0.53756 1.51877 -2.48 0.26 -0.44 0.37
```
Forces are in eV/Å.

Results
total charge = +1
frontier orbital gap = 11.17 eV
energy relative to the best compared isomer or geometry (same formula, charge and spin) = 3.222 eV
spin multiplicity = 1

(5)
# C4H8NO2

A gas-phase ion, C4H8NO2 (charge +1) (ωB97M-V/def2-TZVPD, the Open Molecules 2025 dataset).

Structure (XYZ):
```
15
Properties=species:S:1:pos:R:3:forces:R:3:mulliken_charge:R:1
C -1.27514 1.20338 0.52991 0.91 -0.59 -2.24 -0.95
N -0.05239 0.40611 0.83774 -1.79 0.84 0.40 -0.06
C 0.63726 -0.32185 -0.18994 -1.18 -1.48 -0.32 -0.10
C 1.97508 0.27809 -0.24723 -0.40 -1.58 -0.23 0.14
O 2.21152 1.07982 0.63374 1.38 0.51 -0.80 -0.53
C 0.10474 -1.40888 -0.83798 2.53 -0.78 -3.05 -0.03
O -1.09718 -1.85971 -0.75383 -1.89 1.63 2.72 -0.42
H -1.31729 1.40323 -0.51661 -0.14 -0.45 -1.00 0.33
H -2.15912 0.74599 0.85133 -1.07 -0.80 0.55 0.37
H -1.16828 2.15725 0.87490 0.27 2.39 1.76 0.44
H -0.37652 -0.06103 1.65459 0.51 -1.44 0.81 0.33
H 0.74881 1.02341 1.13434 -0.05 0.27 0.33 0.43
H 2.63030 -0.12646 -1.03861 0.33 0.64 0.41 0.35
H 0.67811 -2.00962 -1.64577 -0.12 1.53 1.51 0.30
H -1.53991 -2.50973 -1.28659 0.72 -0.69 -0.87 0.40
```
Forces are in eV/Å.

Results
total charge = +1
frontier orbital gap = 10.16 eV
energy relative to the best compared isomer or geometry (same formula, charge and spin) = 2.221 eV
spin multiplicity = 1

(6)
# C4H8NO2

2 unconnected molecules or ions with the total composition C4H8NO2 (ωB97M-V/def2-TZVPD, the Open Molecules 2025 dataset).

Structure (XYZ):
```
15
Properties=species:S:1:pos:R:3:forces:R:3:mulliken_charge:R:1
C 1.16886 1.89458 -0.10896 -0.24 -0.47 -0.31 0.16
C 1.78738 1.48219 -1.20873 0.14 0.43 0.75 -0.76
C -0.44669 1.33297 1.56223 0.14 -0.33 -0.31 -0.04
N 0.23368 1.02771 0.52749 -0.51 0.22 0.09 0.19
H 1.23718 2.86638 0.35787 0.26 0.00 -0.02 0.31
H 1.60555 0.50078 -1.62062 0.10 -0.02 -0.12 0.30
H 2.53750 2.14059 -1.62275 -0.11 -0.11 -0.34 0.28
H -1.15220 0.59237 1.91489 -0.03 0.12 0.21 0.25
H -0.30746 2.29332 2.04067 -0.05 0.00 0.06 0.25
H 0.04752 0.09706 0.08363 0.53 0.22 0.05 0.16
O 0.03838 -1.34114 -0.85743 -0.26 0.37 0.07 -0.60
C -0.93995 -1.99571 -0.62187 -0.46 -0.25 -0.09 0.19
O -1.49519 -2.03719 0.59819 0.49 -0.40 -0.05 -0.43
H -1.50721 -2.54224 -1.38560 0.29 -0.23 -0.05 0.36
H -1.91455 -2.90837 0.71901 -0.32 0.44 0.04 0.37
```
Forces are in eV/Å.

Results
total charge = +1
frontier orbital gap = 9.88 eV
energy relative to the best compared isomer or geometry (same formula, charge and spin) = 1.228 eV
spin multiplicity = 1

(7)
# C4H8NO2S

2 unconnected molecules or ions with the total composition C4H8NO2S (ωB97M-V/def2-TZVPD, the Open Molecules 2025 dataset).

Structure (XYZ):
```
16
Properties=species:S:1:pos:R:3:forces:R:3:mulliken_charge:R:1
O 1.01655 -1.42361 -1.68771 0.15 0.00 -0.12 -0.76
C 0.28941 -0.59402 -1.08857 0.02 0.08 0.32 0.05
N -0.85587 -0.06411 -1.44079 -0.19 0.39 -0.19 -0.50
C -3.06839 1.98213 -0.53717 0.22 -0.23 -0.02 -0.01
O -4.02424 2.17717 -1.24153 -0.09 0.18 -0.03 -0.46
C 0.79826 -0.05500 0.28261 -0.16 -0.68 -0.73 -0.36
C 1.58437 -1.12890 0.98869 0.37 -0.02 0.57 -0.49
S 2.44864 -0.47532 2.48414 -0.02 0.04 -0.13 -0.29
H -1.02933 -0.34548 -2.40641 -0.12 -0.19 0.05 0.18
H -2.24045 2.71182 -0.44750 -0.08 -0.07 -0.07 0.22
H -2.95627 1.05922 0.04639 0.06 -0.03 0.03 0.20
H 1.41505 0.81168 0.04133 0.03 0.09 0.27 0.22
H -0.09188 0.22547 0.83237 0.02 0.34 0.28 0.25
H 0.94274 -1.93351 1.34018 -0.13 -0.02 -0.16 0.33
H 2.34558 -1.55782 0.34297 -0.12 0.12 -0.18 0.34
H 3.42583 -1.38971 2.49100 0.04 0.00 0.11 0.09
```
Forces are in eV/Å.

Results
total charge = -1
frontier orbital gap = 6.97 eV
energy relative to the best compared isomer or geometry (same formula, charge and spin) = 1.504 eV
spin multiplicity = 1

(8)
# C4H8NO2S

2 unconnected molecules or ions with the total composition C4H8NO2S (ωB97M-V/def2-TZVPD, the Open Molecules 2025 dataset).

Structure (XYZ):
```
16
Properties=species:S:1:pos:R:3:forces:R:3:mulliken_charge:R:1
O 1.79694 2.13683 1.13222 1.15 0.68 -0.20 -0.75
C 0.92872 1.29958 0.82514 -0.16 -0.42 1.63 0.29
N 0.51369 0.27905 1.59199 -0.41 -0.16 -1.00 -0.79
C -2.29014 -5.46431 2.58337 -0.64 1.92 -3.19 -0.03
O -1.77325 -6.46034 2.95351 0.44 -0.67 1.28 -0.37
C 0.13029 1.69951 -0.49548 -1.19 0.29 3.52 -0.41
C 0.93197 1.74369 -1.74680 2.59 0.57 0.60 -0.46
S 0.05358 2.39684 -3.16068 -1.70 -1.22 -0.52 -0.27
H 1.01227 0.14863 2.51080 -0.19 0.92 -1.56 0.20
H -2.19486 -4.39058 2.94672 0.07 -1.17 0.62 0.23
H -2.81391 -5.46630 1.54497 0.15 -0.06 1.28 0.16
H -0.75734 1.05841 -0.39754 0.22 -0.30 -1.16 0.34
H -0.28812 2.69184 -0.12928 0.72 -0.72 -1.01 0.20
H 1.93789 2.57301 -1.54631 -2.87 -2.96 -0.63 0.28
H 1.18211 0.66247 -2.02331 0.54 1.68 0.46 0.26
H -0.92585 1.33702 -3.16230 1.28 1.61 -0.12 0.10
```
Forces are in eV/Å.

Results
total charge = -1
frontier orbital gap = 6.15 eV
energy relative to the best compared isomer or geometry (same formula, charge and spin) = 3.363 eV
spin multiplicity = 1

(9)
# C4H8NO3

2 unconnected molecules or ions with the total composition C4H8NO3 (ωB97M-V/def2-TZVPD, the Open Molecules 2025 dataset).

Structure (XYZ):
```
16
Properties=species:S:1:pos:R:3:forces:R:3:mulliken_charge:R:1
C -1.35641 1.66675 -0.49500 -0.01 -0.84 -0.05 -0.87
C -0.30246 1.51880 -1.56268 -0.09 1.32 -1.05 0.62
O -0.40226 2.20008 -2.59726 -0.08 -0.31 0.20 -0.73
N 0.75764 0.76055 -1.33090 0.38 -0.63 0.70 -0.21
H 1.51076 0.75288 -1.99607 -0.20 0.07 -0.18 0.19
H 0.86466 0.16819 -0.49667 0.08 -0.18 0.06 0.26
H -0.88197 1.88087 0.46207 -0.14 0.49 -0.01 0.26
H -1.87890 0.72887 -0.31183 0.04 -0.25 -0.16 0.25
H -2.06998 2.39153 -0.88151 0.15 0.21 0.45 0.29
C 0.25647 -1.85543 2.75529 -0.11 0.60 -0.97 -0.92
C 0.26609 -1.41837 1.24910 -0.42 -0.98 0.97 0.68
O 1.34719 -0.88653 0.90075 0.05 0.64 -0.46 -0.85
O -0.71488 -1.74741 0.56184 -0.09 0.44 -0.32 -0.70
H -0.63160 -2.42543 3.01717 0.10 -0.20 -0.06 0.26
H 0.31339 -0.97089 3.39155 0.27 -0.08 0.06 0.22
H 1.18116 -2.41966 2.76042 0.08 -0.30 0.81 0.26
```
Forces are in eV/Å.

Results
total charge = -1
frontier orbital gap = 8.65 eV
energy relative to the best compared isomer or geometry (same formula, charge and spin) = 0.233 eV
spin multiplicity = 1

(10)
# C4H8NO3

2 unconnected molecules or ions with the total composition C4H8NO3 (ωB97M-V/def2-TZVPD, the Open Molecules 2025 dataset).

Structure (XYZ):
```
16
Properties=species:S:1:pos:R:3:forces:R:3:mulliken_charge:R:1
C -0.73225 2.12359 -1.04837 0.68 -0.74 -0.21 -0.93
C 0.42299 2.56983 -1.89825 0.07 -0.21 -0.04 0.63
O 0.54780 3.72657 -2.25758 0.15 0.08 0.07 -0.63
N 1.35483 1.62522 -2.21297 0.31 -0.02 -0.13 -0.36
H -1.08765 1.13103 -1.32421 -0.44 0.19 -0.47 0.32
H -1.45019 2.92201 -1.09314 -0.53 -0.07 0.28 0.30
H 2.23423 1.95483 -2.57212 -0.10 0.00 -0.19 0.21
H 1.25081 0.63218 -2.09100 -0.19 0.17 0.34 0.20
H -0.36207 1.89553 -0.05426 0.04 0.55 0.42 0.26
C -0.71664 -1.33006 1.28005 0.15 -0.08 -0.10 -0.58
C -0.30132 -2.68866 1.93012 -0.49 0.12 -0.36 0.45
O -1.25877 -3.43174 2.23826 0.13 -0.11 0.16 -0.73
O 0.92689 -2.87279 2.04740 0.10 -0.02 0.12 -0.73
H -1.69000 -1.37526 0.78516 -0.11 -0.01 0.38 0.29
H 0.00773 -1.07740 0.51641 0.42 0.17 -0.19 0.09
H -0.68128 -0.54475 2.04190 -0.18 -0.02 -0.07 0.20
```
Forces are in eV/Å.

Results
total charge = -1
frontier orbital gap = 6.98 eV
energy relative to the best compared isomer or geometry (same formula, charge and spin) = 0.943 eV
spin multiplicity = 1

(11)
# C4H8NO3

A gas-phase ion, C4H8NO3 (charge -1) (ωB97M-V/def2-TZVPD, the Open Molecules 2025 dataset).

Structure (XYZ):
```
16
Properties=species:S:1:pos:R:3:forces:R:3:mulliken_charge:R:1
O -0.92188 -1.78025 1.41327 0.88 0.34 -0.41 -0.56
C 0.03228 -1.40979 0.73629 -2.44 0.16 -0.96 -0.05
C -0.26939 -0.39461 -0.48529 0.27 1.68 -0.01 -0.15
C -1.47237 0.62228 -0.18538 2.75 0.52 0.43 -0.35
O -2.61780 0.22749 -0.81675 -2.29 -1.31 -0.68 -0.54
N 0.87556 0.59057 -0.72695 -0.98 -0.80 -0.05 -0.44
C 1.87396 0.72776 0.48133 -2.22 1.12 -0.30 -0.47
O 2.53671 -0.33831 0.66458 2.13 -1.28 0.32 -0.81
H 1.04100 -1.78725 0.91804 0.20 0.35 -0.25 0.46
H -0.71512 -0.99499 -1.43342 1.75 1.03 1.79 0.38
H -1.50310 0.67135 0.92918 -0.61 0.21 -0.58 0.20
H -1.22073 1.66291 -0.63328 -0.07 -1.90 1.00 0.30
H -2.59671 -0.73566 -0.97147 -0.07 0.74 0.39 0.31
H 1.40470 0.23385 -1.50163 0.67 -0.19 -0.14 0.22
H 1.17717 0.96329 1.37477 0.10 0.27 -0.66 0.23
H 2.37572 1.74136 0.23674 -0.09 -0.93 0.09 0.27
```
Forces are in eV/Å.

Results
total charge = -1
frontier orbital gap = 6.87 eV
energy relative to the best compared isomer or geometry (same formula, charge and spin) = 4.953 eV
spin multiplicity = 1

(12)
# C4H8NO3

A gas-phase ion, C4H8NO3 (charge -1) (ωB97M-V/def2-TZVPD, the Open Molecules 2025 dataset).

Structure (XYZ):
```
16
Properties=species:S:1:pos:R:3:forces:R:3:mulliken_charge:R:1
C -0.37862 0.07440 1.62227 1.02 -0.01 0.66 -1.25
C -0.82037 -0.36608 0.25958 -1.25 1.35 -1.48 0.11
O -2.04631 0.42536 0.01059 0.03 0.11 0.18 -0.58
C 0.19691 -0.09928 -0.88058 -0.38 -0.38 0.32 -0.04
N 0.55744 1.30477 -1.00078 -0.34 0.46 0.16 -0.60
C 1.34008 -1.14383 -0.67406 -0.08 -0.26 0.24 0.29
O 2.20330 -0.84198 0.18093 0.12 0.25 -0.25 -0.72
O 1.19889 -2.21630 -1.29878 0.00 0.12 -0.10 -0.74
H 0.57497 -0.39119 1.89161 -0.22 -0.19 -0.04 0.32
H -1.07822 0.01000 2.46259 -0.25 -0.43 -0.47 0.35
H -0.13856 1.13793 1.56491 -0.11 0.09 -0.07 0.28
H -1.16643 -1.37159 0.03395 0.51 -0.51 0.99 0.34
H -2.09826 0.66229 -0.92200 0.29 -0.11 0.07 0.32
H -0.39487 -0.38437 -1.75882 0.39 -0.09 -0.24 0.36
H 0.57783 1.74668 -0.09305 0.11 -0.02 0.05 0.25
H 1.47225 1.45318 -1.39836 0.16 -0.38 -0.01 0.29
```
Forces are in eV/Å.

Results
total charge = -1
frontier orbital gap = 8.02 eV
energy relative to the best compared isomer or geometry (same formula, charge and spin) = 1.587 eV
spin multiplicity = 1